Entry 1:
Below is a 2-piece molecular cluster, C5H6N overall at a distorted geometry, with properties calculated with ωB97M-V with the def2-TZVPD basis set.

Cartesian coordinates (Å):
1 C -0.72260 -0.29982 -0.64615
2 C 0.39705 0.57124 -2.82573
3 C -0.13281 0.25938 -1.70770
4 C 0.12197 0.25124 3.49659
5 C -0.00942 -0.87336 0.38552
6 N 0.06430 0.24180 2.38255
7 H 0.73692 1.49409 -2.98697
8 H 0.76292 -0.10353 -3.47118
9 H -0.03046 0.68477 4.44897
10 H 1.00676 -0.42781 0.30712
11 H -0.38330 -1.40904 1.26268
12 H -1.81133 -0.38897 -0.64570

Computed properties:
ΔE to the lowest compared entry with this formula, charge and spin   475.3 kJ/mol
Charge   +1
HOMO-LUMO gap   9.66 eV
E_tot   -6760.25144 eV
Molar mass   80.1 g mol⁻¹

Atomic partial charges in e from the Mulliken method, atoms 1 to 4: -0.09 -0.64 0.27 -0.10

***

Entry 2:
Below is C5H6N as an isolated structure at a distorted geometry, with properties calculated with ωB97M-V with the def2-TZVPD basis set.

Cartesian coordinates (Å):
1 C 1.19385 1.06553 -1.67887
2 C 2.43561 1.29934 -1.05383
3 C -0.10855 0.91010 -1.62765
4 C 1.68683 0.99013 0.00556
5 C 0.06091 0.77974 -0.11944
6 N -0.28808 -0.51604 0.42295
7 H -0.86235 1.01814 -2.42082
8 H 1.98871 0.95422 0.99254
9 H -0.28576 1.61274 0.51274
10 H -1.02029 -0.86993 -0.06842
11 H -0.47809 -0.35054 1.42456
12 H 0.53499 -1.02444 0.41363

Computed properties:
ΔE to the lowest compared entry with this formula, charge and spin   689.4 kJ/mol
Charge   +1
HOMO-LUMO gap   9.37 eV
E_tot   -6758.03267 eV
Molar mass   80.1 g mol⁻¹

Atomic partial charges in e from the Mulliken method, atoms 1 to 4: 0.57 -0.67 -0.94 -0.41

***

Entry 3:
Below is an isolated ion of composition C5H6N and charge +1 at a distorted geometry, with properties calculated with ωB97M-V with the def2-TZVPD basis set.

Cartesian coordinates (Å):
1 C -1.26802 -0.56907 -1.39990
2 C -0.23850 0.35996 -1.13320
3 C -0.22138 0.89536 0.30178
4 C 1.16544 -0.82228 1.69045
5 C 0.62686 0.02391 0.98272
6 N -2.14191 -0.99861 -2.00611
7 H 0.70395 -0.11115 -1.45677
8 H -0.56419 1.17332 -1.78545
9 H -0.10430 1.92768 0.10503
10 H -1.09897 0.59530 0.72395
11 H 0.80128 -1.70851 2.03474
12 H 2.33974 -0.76592 1.94276

Computed properties:
ΔE to the lowest compared entry with this formula, charge and spin   516.8 kJ/mol
Charge   +1
HOMO-LUMO gap   8.20 eV
E_tot   -6759.82173 eV
Molar mass   80.1 g mol⁻¹

Atomic partial charges in e from the Mulliken method, atoms 1 to 4: 0.06 -0.33 -0.25 -0.51

***

Entry 4:
Below is an isolated ion of composition C5H6N and charge +1 at a distorted geometry, with properties calculated with ωB97M-V with the def2-TZVPD basis set.

Cartesian coordinates (Å):
1 C 1.31680 -1.65504 0.05193
2 C 1.50813 -0.25186 -0.37947
3 C 0.83642 1.06139 -0.07982
4 C -0.26737 0.35399 0.75670
5 C 0.18939 -1.03753 0.57595
6 N -1.00143 -0.49966 -0.20766
7 H 1.65459 -2.54956 -0.37563
8 H 1.35189 1.69290 0.56472
9 H 0.37911 1.41323 -0.90552
10 H -0.82854 0.82357 1.56956
11 H -1.91310 -0.85601 0.03161
12 H -0.88396 -0.42428 -1.17754

Computed properties:
ΔE to the lowest compared entry with this formula, charge and spin   694.5 kJ/mol
Charge   +1
HOMO-LUMO gap   9.22 eV
E_tot   -6757.97957 eV
Molar mass   80.1 g mol⁻¹
SMILES   C1=C2C[C@H]3[NH2+][C@@]123

Atomic partial charges in e from the Mulliken method, atoms 1 to 4: -0.52 -0.02 -0.67 -0.07

***

Entry 5:
Below is an isolated ion of composition C5H6N and charge +1 at a distorted geometry, with properties calculated with ωB97M-V with the def2-TZVPD basis set.

Cartesian coordinates (Å):
1 C 0.99654 -1.48899 2.43811
2 C 0.37562 -1.22411 1.41402
3 C -0.16254 -0.83923 0.23128
4 C -0.29945 0.49976 -0.09498
5 C -0.77782 0.86073 -1.49663
6 N 0.60839 0.85280 -1.27517
7 H 1.55676 -1.94521 3.27324
8 H -0.73393 -1.66329 -0.30466
9 H -0.06466 1.23710 0.73993
10 H -1.20455 0.04455 -2.09027
11 H 0.97889 1.73598 -1.10694
12 H -1.27323 1.92991 -1.72793

Computed properties:
ΔE to the lowest compared entry with this formula, charge and spin   541.6 kJ/mol
Charge   +1
HOMO-LUMO gap (alpha / beta)   7.54 / 7.55 eV
E_tot   -6759.56382 eV
Molar mass   80.1 g mol⁻¹

Atomic partial charges in e from the Mulliken method, atoms 1 to 4: 0.25 -0.58 0.00 0.06

***

Entry 6:
Below is an isolated ion of composition C5H6N and charge +1, with properties calculated with ωB97M-V with the def2-TZVPD basis set.

Cartesian coordinates (Å):
1 C -1.71811 1.02355 0.12185
2 C -2.14239 -0.12408 -0.41075
3 C -1.40509 -1.13275 0.12728
4 C 0.42215 0.11512 -0.32216
5 C 1.74841 -0.04785 0.23354
6 N -0.68550 0.07888 0.51791
7 H -1.76235 2.08540 0.06832
8 H -1.09840 -2.14105 -0.02792
9 H 0.28262 0.30733 -1.38029
10 H 1.73238 -0.39110 1.26605
11 H 2.26482 0.92271 0.20404
12 H 2.36145 -0.69616 -0.39787

Computed properties:
ΔE to the lowest compared entry with this formula, charge and spin   774.0 kJ/mol
Charge   +1
HOMO-LUMO gap (alpha / beta)   8.00 / 7.45 eV
E_tot   -6757.15574 eV
Molar mass   80.1 g mol⁻¹

Atomic partial charges in e from the Mulliken method, atoms 1 to 4: -0.10 -0.01 -0.06 -0.04

***

Entry 7:
Below is an isolated ion of composition C5H6N and charge +1 at a distorted geometry, with properties calculated with ωB97M-V with the def2-TZVPD basis set.

Cartesian coordinates (Å):
1 C -2.40693 -0.19874 -0.44607
2 C 0.98029 -1.55014 -0.20760
3 C 0.57593 -1.42235 1.03316
4 C -0.07280 -0.40248 0.02408
5 C 0.24802 1.12573 -0.04825
6 N -1.33555 -0.55912 -0.22366
7 H -3.44461 -0.15563 -0.33508
8 H 1.40991 -1.93556 -1.15409
9 H 0.84089 -1.71316 2.07632
10 H -0.10006 1.64934 0.77865
11 H -0.18651 1.46075 -1.01165
12 H 1.33727 1.09766 -0.07728

Computed properties:
ΔE to the lowest compared entry with this formula, charge and spin   462.0 kJ/mol
Charge   +1
HOMO-LUMO gap   10.12 eV
E_tot   -6760.38870 eV
Molar mass   80.1 g mol⁻¹
SMILES   C#[N+]C1(C)C=C1

Atomic partial charges in e from the Mulliken method, atoms 1 to 4: 0.01 -0.31 -0.38 0.51

***

Entry 8:
Below is an isolated ion of composition C5H6N and charge +1 at a distorted geometry, with properties calculated with ωB97M-V with the def2-TZVPD basis set.

Cartesian coordinates (Å):
1 C 1.17429 0.29794 0.01087
2 C -0.07783 -0.34430 -0.00004
3 C 0.30378 1.32708 -0.00185
4 C 2.57355 -0.08597 0.00686
5 C -2.57391 0.12515 -0.00278
6 N -1.21161 0.02646 0.02514
7 H 2.86372 -0.46317 -0.97499
8 H 2.76519 -0.86834 0.74094
9 H 3.18144 0.78898 0.23084
10 H -2.91511 0.51656 -0.96465
11 H -2.90541 0.77933 0.81202
12 H -3.02011 -0.86603 0.15293

Computed properties:
ΔE to the lowest compared entry with this formula, charge and spin   582.6 kJ/mol
Charge   +1
HOMO-LUMO gap   9.64 eV
E_tot   -6759.13952 eV
Molar mass   80.1 g mol⁻¹

Atomic partial charges in e from the Mulliken method, atoms 1 to 4: 0.64 0.13 -0.36 -0.95